{"formula": "C9H13NO2S2", "method": "ωB97M-V/def2-TZVPD", "multiplicity": 1, "elements": ["C", "C", "C", "C", "C", "C", "C", "C", "C", "N", "O", "O", "S", "S", "H", "H", "H", "H", "H", "H", "H", "H", "H", "H", "H", "H", "H"], "xyz": [[1.0571, 2.2072, -1.7852], [1.9483, 2.3868, -0.6408], [0.3243, 1.1172, -1.9369], [2.0850, 1.3869, 0.2485], [0.2225, 0.0936, -0.8811], [1.2241, 0.2721, 0.3161], [-1.0837, 0.0301, -0.2553], [0.6853, -0.6136, 2.8249], [-1.9584, -1.5737, -2.1328], [0.2849, -0.6320, 4.1415], [-3.1154, -1.2201, 0.3186], [-1.0687, -2.5186, 0.2149], [-0.0667, 0.3871, 1.6901], [-1.8756, -1.4548, -0.3036], [0.7960, 3.0052, -2.4968], [2.5062, 3.3313, -0.6033], [-0.5208, 1.0295, -2.6134], [2.8475, 1.3566, 1.0594], [0.3351, -0.7858, -1.4558], [1.7200, -0.7169, 0.4396], [-1.7955, 0.7420, -0.4400], [1.3211, -1.3888, 2.6141], [-1.1608, -0.9093, -2.4859], [-1.8048, -2.7306, -2.2478], [-2.9175, -1.3833, -2.6378], [0.4252, -1.4456, 4.7540], [-0.4146, 0.0278, 4.2948]], "forces_ev_per_angstrom": [[-0.9, 1.1, -0.8], [0.3, -0.1, -0.3], [-1.2, 0.4, 0.9], [2.2, 2.0, 1.1], [1.5, 0.7, 0.2], [-1.8, -3.4, -1.2], [0.7, -0.7, 1.5], [-1.4, 2.2, 1.0], [-0.4, -3.3, 0.3], [1.2, -1.0, -0.9], [-2.8, -0.1, 0.7], [0.7, -0.7, -0.3], [1.0, -1.2, 0.4], [0.9, 1.1, -1.3], [0.9, -0.1, 0.4], [0.1, -0.7, 0.2], [0.5, 0.3, -0.7], [-0.5, 0.8, -0.7], [1.0, -1.7, 0.1], [-0.1, 0.8, 0.4], [-1.6, 2.1, -0.5], [1.4, -1.7, -1.2], [-0.4, -0.9, -0.4], [0.3, 2.2, -0.5], [0.2, 0.4, 0.7], [-0.5, 0.8, -0.8], [-1.3, 0.9, 1.2]], "lowdin_charge": [-0.087, -0.059, -0.070, -0.142, -0.406, -0.400, -0.456, -0.457, -0.123, 0.008, -0.309, -0.316, 1.096, 0.529, 0.110, 0.109, 0.115, 0.125, 0.113, 0.136, 0.073, 0.054, 0.025, 0.099, 0.067, 0.114, 0.052]}

{"formula": "C4H7PS2", "method": "ωB97M-V/def2-TZVPD", "smiles": "C/C=C(\\C)SP=S", "multiplicity": 1, "elements": ["C", "C", "C", "C", "S", "P", "S", "H", "H", "H", "H", "H", "H", "H"], "xyz": [[1.7461, 0.2625, 1.0054], [0.4438, -0.4690, 0.9693], [-0.3325, -0.5680, -0.0996], [-0.0940, -0.0214, -1.4638], [-1.8598, -1.5127, 0.0219], [-3.4326, -0.1153, -0.0169], [-2.7224, 1.6849, 0.0883], [1.7018, 1.1694, 0.4080], [2.5414, -0.3694, 0.6100], [2.0080, 0.5252, 2.0266], [0.1343, -0.9350, 1.8940], [-0.8219, 0.7614, -1.6814], [-0.2135, -0.8114, -2.2044], [0.9014, 0.3988, -1.5574]], "forces_ev_per_angstrom": [[0.0, 0.0, -0.1], [0.0, 0.1, 0.1], [-0.6, -0.3, 0.0], [0.1, 0.1, -0.1], [0.0, 0.2, 0.0], [0.6, 0.6, 0.2], [-0.4, -0.7, 0.0], [0.1, 0.1, 0.0], [0.1, 0.0, 0.0], [0.0, 0.1, 0.0], [-0.1, -0.1, 0.0], [0.0, 0.0, -0.1], [0.0, 0.0, -0.1], [0.1, 0.1, 0.0]], "lowdin_charge": [-0.089, -0.195, -0.720, -0.143, 0.492, 0.088, 0.061, 0.074, 0.084, 0.073, 0.096, 0.030, 0.076, 0.072]}

{"formula": "C30H52InN4O13P4SSb", "method": "ωB97M-V/def2-TZVPD", "total_charge": 2, "multiplicity": 1, "elements": ["In", "S", "N", "C", "C", "C", "C", "C", "N", "C", "C", "N", "C", "C", "C", "C", "C", "N", "H", "H", "H", "H", "H", "H", "C", "C", "C", "O", "P", "O", "C", "P", "O", "O", "C", "C", "C", "O", "C", "C", "C", "O", "C", "C", "C", "H", "H", "H", "H", "H", "H", "H", "H", "H", "H", "H", "H", "H", "H", "H", "H", "H", "H", "H", "H", "H", "H", "H", "H", "H", "H", "H", "H", "H", "H", "C", "C", "O", "P", "O", "O", "O", "P", "O", "O", "O", "H", "H", "H", "H", "H", "H", "H", "C", "Sb", "C", "C", "H", "H", "H", "H", "H", "H", "H", "H", "H"], "xyz": [[-1.0098, 1.0191, -0.2266], [0.5255, 5.4982, 5.8425], [-0.1521, 4.0395, 5.7655], [-0.1692, 3.6975, 4.4864], [-0.6929, 2.4555, 3.9541], [-1.2296, 1.4549, 4.7671], [-1.6954, 0.2990, 4.1846], [-1.6289, 0.1784, 2.8009], [-1.1393, 1.1329, 2.0240], [-0.6515, 2.2606, 2.5713], [-0.0519, 3.2732, 1.6823], [0.0054, 3.0088, 0.3662], [0.5480, 3.8929, -0.4541], [1.0738, 5.1048, -0.0122], [1.0285, 5.3946, 1.3304], [0.4586, 4.4645, 2.2027], [0.3849, 4.6771, 3.6347], [0.8150, 5.7511, 4.2788], [-1.2652, 1.6085, 5.8377], [-2.1152, -0.5028, 4.7752], [-1.9799, -0.7135, 2.2992], [0.5608, 3.6242, -1.5015], [1.5049, 5.7933, -0.7248], [1.4221, 6.3210, 1.7279], [3.7487, 2.4195, 0.7711], [4.3317, 1.1102, 0.2896], [5.6546, 1.2645, -0.4188], [3.4203, 0.4930, -0.6990], [2.0642, -0.2094, -0.3826], [1.0953, 0.5737, 0.4486], [2.4280, -1.7352, 0.4803], [0.9303, -2.7285, 0.7770], [-0.2983, -1.9062, 0.7318], [0.9696, -3.8394, -0.3264], [1.8686, -5.0080, -0.2719], [1.0359, -6.2104, 0.1042], [2.5232, -5.1216, -1.6276], [1.2069, -3.4579, 2.1379], [0.4258, -3.2425, 3.3670], [-0.4408, -4.4609, 3.5813], [1.4136, -2.9898, 4.4804], [1.4357, -0.5019, -1.7854], [2.2082, -0.7080, -3.0335], [2.2790, 0.6142, -3.7610], [1.5006, -1.7903, -3.8094], [4.4503, 2.8851, 1.4641], [2.7966, 2.2799, 1.2819], [3.6041, 3.0964, -0.0724], [4.4274, 0.3974, 1.1132], [5.5582, 1.9560, -1.2564], [6.0147, 0.3066, -0.7905], [6.3954, 1.6648, 0.2730], [2.8375, -1.4400, 1.4507], [3.1846, -2.3277, -0.0373], [2.6177, -4.8173, 0.5003], [0.2488, -6.3686, -0.6338], [0.5826, -6.0781, 1.0856], [1.6636, -7.1013, 0.1338], [1.7781, -5.3287, -2.3966], [3.2433, -5.9396, -1.6206], [3.0556, -4.2063, -1.8918], [-0.1927, -2.3609, 3.1900], [0.1760, -5.3516, 3.7048], [-1.1179, -4.6140, 2.7402], [-1.0400, -4.3356, 4.4840], [2.0952, -3.8341, 4.5843], [0.8814, -2.8663, 5.4242], [1.9971, -2.0871, 4.2969], [3.2072, -1.0378, -2.7410], [1.2733, 0.9539, -4.0126], [2.8461, 0.4942, -4.6845], [2.7717, 1.3714, -3.1532], [0.4993, -1.4602, -4.0913], [1.4241, -2.7079, -3.2260], [2.0580, -2.0079, -4.7205], [-4.6884, 2.9189, -3.4371], [-3.4809, 3.0471, -2.5105], [-2.9920, 4.3995, -2.4600], [-2.0091, 2.2463, -3.2366], [-1.5860, 3.1898, -4.4225], [-2.4483, 0.9230, -3.9799], [-0.9079, 1.9610, -2.2694], [-3.8731, 2.4663, -0.7959], [-4.8530, 3.6791, -0.4499], [-4.5349, 1.1364, -0.7906], [-2.6031, 2.5724, 0.0223], [-4.4205, 3.1125, -4.4767], [-5.4318, 3.6572, -3.1380], [-5.1374, 1.9295, -3.3572], [-3.5730, 4.9200, -1.8884], [-1.6632, 4.1345, -4.2077], [-2.5333, 0.9830, -4.9412], [-5.3636, 3.5923, 0.3649], [-4.3620, -1.2985, -2.4973], [-2.7566, -1.0937, -1.1375], [-3.5860, -1.9846, 0.5870], [-1.6008, -2.6550, -2.0088], [-4.5519, -2.3719, -2.5250], [-4.0702, -0.9601, -3.4870], [-5.2279, -0.7532, -2.1417], [-4.3571, -2.6863, 0.2723], [-4.0461, -1.2169, 1.2058], [-2.8030, -2.5116, 1.1273], [-1.5637, -3.5132, -1.3424], [-0.5867, -2.3176, -2.1949], [-2.0735, -2.9392, -2.9483]], "forces_ev_per_angstrom": [[-0.3, 0.6, 0.3], [0.0, 0.0, 0.0], [0.0, 0.0, 0.0], [0.0, 0.0, 0.0], [0.0, 0.0, 0.0], [0.0, 0.0, 0.0], [0.0, 0.0, 0.0], [-0.1, 0.0, 0.0], [0.1, 0.0, 0.0], [0.0, 0.0, 0.0], [0.0, 0.0, 0.0], [0.0, 0.1, 0.1], [0.0, 0.0, 0.0], [0.0, 0.0, 0.0], [0.0, 0.0, 0.0], [0.0, 0.0, 0.0], [0.0, 0.0, 0.0], [0.0, 0.0, 0.0], [0.0, 0.0, 0.0], [0.0, 0.0, 0.0], [0.0, 0.0, 0.0], [0.0, 0.0, 0.0], [0.0, 0.0, 0.0], [0.0, 0.0, 0.0], [0.0, 0.0, 0.0], [0.0, -0.1, 0.0], [0.0, 0.0, 0.0], [0.0, 0.1, 0.0], [0.0, -0.1, 0.0], [-0.2, 0.0, -0.6], [0.0, 0.0, 0.1], [-0.1, 0.1, 0.0], [0.0, -0.1, -0.1], [-0.1, 0.0, 0.0], [0.0, 0.0, 0.0], [0.0, 0.0, 0.0], [0.0, 0.0, 0.0], [0.0, 0.0, 0.0], [0.0, 0.0, -0.1], [0.0, 0.0, 0.0], [0.0, 0.0, 0.0], [0.0, -0.1, 0.0], [0.1, 0.0, 0.0], [0.0, 0.0, 0.0], [0.0, 0.0, 0.0], [0.0, 0.0, 0.0], [0.0, 0.0, 0.0], [0.0, 0.0, 0.0], [0.0, 0.0, 0.0], [0.0, 0.0, 0.0], [0.0, 0.0, 0.0], [0.0, 0.0, 0.0], [0.0, 0.0, 0.0], [0.0, 0.0, 0.0], [0.0, 0.0, 0.0], [0.0, 0.0, 0.0], [0.0, 0.0, 0.0], [0.0, 0.0, 0.0], [0.0, 0.0, 0.0], [0.0, 0.0, 0.0], [0.0, 0.0, 0.0], [0.0, 0.0, 0.0], [0.0, 0.0, 0.0], [0.0, 0.0, 0.0], [0.0, 0.0, 0.0], [0.0, 0.0, 0.0], [0.0, 0.0, 0.0], [0.0, 0.0, 0.0], [0.0, 0.0, 0.0], [0.0, 0.0, 0.0], [0.0, 0.0, 0.0], [0.0, 0.0, 0.0], [0.0, 0.0, 0.0], [0.0, 0.0, 0.0], [0.0, 0.0, 0.0], [0.0, 0.0, 0.0], [0.0, 0.1, 0.0], [0.0, 0.0, 0.0], [-0.2, 0.1, 0.0], [0.1, 0.0, 0.0], [0.2, -0.1, 0.0], [0.1, -0.3, 0.1], [-0.1, -0.2, 0.0], [0.0, 0.1, 0.1], [0.1, -0.1, -0.1], [0.1, -0.2, 0.0], [0.0, 0.0, 0.0], [0.0, 0.0, 0.0], [0.0, 0.0, 0.0], [0.0, 0.0, 0.0], [-0.1, 0.0, 0.0], [-0.1, 0.1, 0.0], [0.0, 0.0, 0.0], [0.0, 0.2, 0.0], [0.4, -0.2, 0.2], [-0.1, 0.0, 0.0], [0.0, 0.0, 0.0], [0.0, 0.0, 0.0], [0.0, 0.0, 0.0], [0.0, 0.0, 0.0], [0.0, 0.0, 0.0], [0.0, 0.0, 0.0], [0.0, 0.0, 0.0], [0.0, 0.0, 0.0], [0.0, 0.0, 0.0], [0.0, 0.0, 0.0]], "lowdin_charge": [0.724, 1.081, -0.200, -0.302, -0.060, 0.046, -0.002, -0.084, 0.056, -0.108, -0.125, 0.052, -0.081, -0.005, 0.040, -0.064, -0.301, -0.198, 0.133, 0.123, 0.086, 0.115, 0.123, 0.132, -0.031, -0.397, -0.028, -0.172, 0.477, -0.284, -0.175, 0.461, -0.313, -0.188, -0.421, -0.023, -0.035, -0.176, -0.419, -0.031, -0.030, -0.187, -0.394, -0.020, -0.029, 0.101, 0.066, 0.093, 0.139, 0.095, 0.090, 0.098, 0.089, 0.092, 0.136, 0.096, 0.072, 0.099, 0.094, 0.098, 0.072, 0.111, 0.094, 0.084, 0.094, 0.095, 0.093, 0.082, 0.142, 0.082, 0.101, 0.081, 0.088, 0.068, 0.102, -0.043, -0.558, -0.064, 0.507, -0.060, -0.098, -0.317, 0.320, -0.094, -0.345, -0.331, 0.091, 0.100, 0.086, 0.107, 0.112, 0.121, 0.109, -0.257, 1.436, -0.263, -0.270, 0.029, 0.006, 0.013, 0.029, 0.018, -0.004, 0.018, -0.032, 0.023]}

{"formula": "C16H29BrF9N4O6P2S", "method": "ωB97M-V/def2-TZVPD", "total_charge": -1, "multiplicity": 1, "elements": ["C", "C", "O", "C", "C", "O", "C", "P", "Br", "C", "C", "C", "N", "C", "C", "C", "O", "P", "N", "S", "O", "O", "C", "F", "F", "C", "F", "F", "C", "F", "F", "C", "F", "F", "F", "H", "H", "H", "H", "H", "H", "H", "H", "H", "H", "H", "H", "H", "H", "H", "H", "H", "H", "H", "H", "H", "H", "H", "H", "H", "C", "O", "N", "N", "H", "H", "H", "H"], "xyz": [[-4.0727, -0.3546, 4.0968], [-4.0809, -1.8833, 4.0861], [-3.2778, -2.4275, 3.0554], [-1.9015, -2.4779, 3.3850], [-1.0949, -2.8692, 2.1621], [-0.6059, -1.7054, 1.5482], [0.6114, -1.8481, 0.8770], [1.3223, -0.2036, 0.1699], [0.1758, 1.0191, 2.0449], [2.9428, -0.3848, 1.2087], [3.0077, -0.0150, 2.6658], [3.4727, 1.3711, 3.0132], [2.8328, -0.8477, 3.6167], [2.0813, -1.0727, -1.3460], [3.6136, -1.1690, -1.4506], [4.4265, -0.0301, -1.8858], [4.1765, -1.2861, -2.7267], [1.8275, 1.9551, -0.5658], [1.9453, 2.3734, -2.0734], [-0.7484, -0.1604, -1.1380], [-0.5552, 0.4518, -2.4422], [-1.2641, -1.5195, -1.1324], [-2.3113, 0.7888, -0.5205], [-2.7758, 0.2949, 0.6104], [-3.1896, 0.4463, -1.5034], [-2.3372, 2.3510, -0.4982], [-1.3968, 2.8068, -1.3182], [-2.0888, 2.7944, 0.7363], [-3.6485, 3.0764, -0.9506], [-3.8862, 2.8909, -2.2329], [-3.3792, 4.3877, -0.7881], [-4.9641, 2.8304, -0.1340], [-5.0326, 1.6176, 0.3693], [-5.0661, 3.6836, 0.8599], [-6.0034, 3.0060, -0.9281], [-3.3270, 0.0502, 4.7844], [-5.0494, 0.0436, 4.3784], [-3.8257, -0.0013, 3.0905], [-5.0871, -2.2618, 3.8927], [-3.7212, -2.2752, 5.0486], [-1.7568, -3.2214, 4.1859], [-1.5381, -1.5088, 3.7461], [-0.2782, -3.5483, 2.4458], [-1.7583, -3.4221, 1.4800], [0.4913, -2.5654, 0.0646], [1.3632, -2.2296, 1.5840], [3.7218, 0.1958, 0.7011], [3.2624, -1.4287, 1.1533], [4.5660, 1.3998, 2.9664], [3.0549, 2.1247, 2.3454], [3.1534, 1.6007, 4.0320], [2.5725, -1.7617, 3.2476], [1.7619, -2.1152, -1.2707], [1.7402, -0.7042, -2.3142], [4.0938, -1.8180, -0.7020], [4.0194, 0.7688, -2.5036], [5.4913, -0.0395, -1.6768], [0.9114, 2.7651, 0.1084], [3.0034, 2.2441, 0.1665], [1.7428, 1.6561, -2.7591], [1.6292, 0.0614, -5.7131], [1.7375, 0.7500, -4.7169], [0.7707, 0.3855, -6.7341], [2.3529, -1.0847, -5.8886], [0.6575, -0.1699, -7.5590], [0.2169, 1.2127, -6.6116], [2.9978, -1.3201, -5.1475], [2.2742, -1.6727, -6.6952]], "forces_ev_per_angstrom": [[0.2, 0.0, -0.1], [0.2, 0.0, -0.1], [0.0, 0.0, -0.1], [0.0, -0.1, 0.2], [-0.2, -0.2, -0.1], [0.2, 0.2, 0.1], [-0.6, -0.1, 0.5], [1.5, -0.6, 0.6], [-0.1, 0.3, 0.3], [0.4, 0.3, -0.1], [-0.1, -0.4, 0.2], [-0.3, 0.1, 0.3], [0.0, 0.2, -0.1], [0.9, -0.6, -0.2], [-0.7, 0.5, 0.9], [0.5, -1.4, -2.4], [0.1, 0.4, 0.4], [-0.5, 0.4, -1.1], [0.4, -0.6, 0.6], [-0.3, 0.2, -0.3], [0.1, 0.0, 0.0], [-0.1, -0.1, -0.1], [-0.1, 0.3, -0.8], [-0.1, -0.2, 0.7], [-0.4, -0.1, -0.2], [-0.2, -0.8, 0.1], [0.5, 0.4, -0.4], [0.0, 0.2, 0.6], [0.2, 0.1, 0.8], [-0.2, -0.4, -0.9], [0.1, 0.6, 0.0], [0.6, -0.2, -0.4], [0.0, -0.9, 0.2], [0.1, 0.7, 0.8], [-0.7, 0.2, -0.6], [0.0, 0.0, -0.1], [0.0, 0.0, 0.0], [-0.1, 0.0, 0.1], [0.1, 0.0, 0.1], [-0.3, 0.0, 0.0], [0.0, 0.0, 0.0], [0.0, 0.0, -0.1], [0.1, 0.2, 0.0], [0.1, 0.0, 0.0], [0.1, 0.1, -0.1], [0.0, 0.1, -0.1], [-0.1, -0.1, 0.0], [-0.2, 0.0, -0.2], [0.0, 0.1, -0.1], [0.1, -0.1, 0.0], [0.1, 0.0, -0.1], [0.0, 0.0, 0.0], [-0.2, 0.1, -0.2], [-0.2, 0.3, 0.1], [-0.2, 0.2, -0.3], [-0.1, 0.3, 0.9], [-0.2, 0.4, 0.4], [-0.1, 0.0, 0.3], [0.0, -0.1, 0.2], [-0.2, 0.2, -0.3], [-0.1, 0.1, 0.2], [0.1, 0.0, -0.2], [0.1, 0.1, 0.0], [0.2, -0.1, 0.2], [0.0, 0.0, 0.0], [0.0, 0.0, 0.0], [-0.1, 0.0, -0.1], [0.0, 0.0, 0.0]], "lowdin_charge": [-0.066, -0.276, -0.155, -0.190, -0.182, -0.305, -0.376, 0.486, 0.352, -0.327, -0.566, -0.097, 0.118, -0.254, -0.417, -0.036, -0.092, 0.595, -0.305, 0.644, -0.389, -0.366, -0.496, 0.093, 0.070, -0.409, 0.140, 0.104, -0.358, 0.179, 0.144, -0.585, 0.197, 0.191, 0.185, 0.070, 0.066, 0.073, 0.112, 0.110, 0.122, 0.125, 0.122, 0.138, 0.078, 0.077, 0.058, 0.074, 0.081, 0.031, 0.075, 0.029, 0.080, 0.070, 0.130, 0.094, 0.102, -0.080, -0.037, -0.084, -0.663, 0.032, 0.146, 0.154, 0.082, 0.102, 0.092, 0.084]}

| no. | E_LUMO (Ha) |
| --- | --- |
| 1 | 0.00994 |
| 2 | -0.03859 |
| 3 | -0.18864 |
| 4 | 0.09753 |